Computed, not measured: a cluster of 4 separate species, C39H67FN4O14PS3 in total in a non-equilibrium geometry, with ωB97M-V/def2-TZVPD.

The geometry in XYZ format:
```
129
Properties=species:S:1:pos:R:3:mulliken_charge:R:1
C 0.157 0.569 1.589 -0.442
C 0.638 -0.058 0.405 -0.038
N 0.971 -0.532 -1.015 0.133
C 1.518 0.675 -1.727 -1.082
C 1.501 0.625 -3.359 0.143
C 3.093 0.597 -3.836 -0.881
C 3.761 2.096 -3.539 -0.224
C 5.106 2.395 -4.429 -0.413
P 6.504 3.302 -3.454 0.767
O 6.751 4.795 -3.998 -0.719
O 6.208 3.428 -1.740 -0.326
C 6.949 4.547 -1.130 -0.179
C 8.590 4.400 -1.214 -0.836
O 7.976 2.349 -3.655 -0.403
C 8.296 2.310 -5.092 -0.301
C 8.148 0.756 -5.692 -0.844
N 0.651 -0.464 -3.978 1.313
O 1.172 -1.687 -3.838 -0.155
C 1.752 -2.261 -5.041 0.040
C 2.641 -3.583 -4.518 -0.842
N 1.885 -4.437 -3.515 -0.312
C 2.806 -5.612 -3.124 -0.686
C 2.355 -6.254 -1.650 0.249
C 3.195 -7.642 -1.305 -0.991
O 2.713 -5.264 -0.585 -0.568
C 0.232 -0.102 -5.404 -0.211
O 0.886 0.822 -6.165 -0.459
N -0.931 -0.792 -6.149 -0.123
C -1.656 0.286 -6.979 0.644
O -1.608 0.219 -8.320 -0.452
F -2.444 1.404 -6.362 -0.192
C -0.643 -0.495 -3.135 0.095
C -1.524 0.874 -3.195 -0.762
O -1.811 1.457 -1.842 -0.290
C -3.163 1.111 -1.392 0.499
C -4.030 2.349 -0.676 -0.453
C -5.544 2.161 -0.059 -0.479
C -6.254 0.658 -0.131 -0.343
C -5.429 -0.590 -0.862 -0.628
C -3.895 -0.351 -1.470 0.089
C -0.331 -1.038 -1.587 -1.042
H -0.384 0.936 2.588 0.369
H 0.904 1.616 -1.324 0.276
H 2.624 0.844 -1.320 0.323
H 1.104 1.693 -3.718 0.301
H 3.689 -0.260 -3.272 0.282
H 3.215 0.401 -4.983 0.358
H 2.948 2.950 -3.637 0.265
H 4.066 2.081 -2.390 0.279
H 5.527 1.448 -5.001 0.029
H 4.778 3.153 -5.288 0.400
H 6.612 5.611 -1.500 0.282
H 6.685 4.519 0.034 0.168
H 8.925 4.888 -2.233 0.240
H 8.867 3.263 -1.137 0.209
H 9.144 4.928 -0.300 0.348
H 9.404 2.667 -5.255 0.356
H 7.555 2.998 -5.723 0.302
H 9.062 0.605 -6.415 0.315
H 7.149 0.629 -6.319 0.210
H 8.184 -0.046 -4.817 0.221
H 0.972 -2.742 -5.802 0.164
H 2.562 -1.587 -5.590 0.185
H 3.661 -3.192 -4.091 0.365
H 2.902 -4.259 -5.450 0.379
H 1.768 -3.915 -2.614 0.159
H 3.905 -5.192 -2.940 0.301
H 2.779 -6.473 -3.930 0.303
H 1.188 -6.442 -1.588 0.359
H 3.986 -7.452 -0.443 0.272
H 2.496 -8.514 -0.931 0.271
H 3.823 -7.989 -2.247 0.281
H 2.150 -5.495 0.230 0.326
H -0.480 -1.407 -6.868 0.388
H -1.322 -1.357 -3.607 0.669
H -1.071 1.757 -3.814 0.345
H -2.565 0.616 -3.720 0.361
H -3.554 3.424 -0.588 0.274
H -6.102 3.079 0.452 0.335
H -7.322 0.543 0.346 0.361
H -5.959 -1.645 -0.893 0.287
H -3.337 -1.258 -1.958 0.182
H -1.228 -0.880 -0.852 0.482
H -0.210 -2.221 -1.693 0.107
C 2.931 3.430 4.689 -0.656
C 2.620 4.847 4.210 -0.639
C 3.441 5.095 2.946 -0.643
S 3.686 3.496 2.188 1.194
O 5.098 3.177 2.230 -0.686
O 2.912 3.424 0.965 -0.632
C 2.856 2.550 3.449 -0.425
H 2.230 3.098 5.460 0.347
H 3.942 3.396 5.112 0.311
H 1.551 4.927 3.977 0.289
H 2.845 5.592 4.979 0.328
H 2.916 5.751 2.247 0.367
H 4.424 5.512 3.182 0.349
H 3.348 1.585 3.577 0.494
H 1.819 2.406 3.131 0.001
C -6.117 0.178 5.395 -0.064
C -6.371 0.562 3.938 -0.799
C -5.159 1.356 3.454 -0.054
S -3.769 0.784 4.419 1.193
O -3.305 1.874 5.251 -0.711
O -2.876 0.025 3.566 -0.672
C -4.691 -0.351 5.439 -0.794
H -6.833 -0.568 5.749 -0.110
H -6.208 1.066 6.032 0.292
H -6.481 -0.348 3.335 0.310
H -7.293 1.142 3.827 0.395
H -4.961 1.182 2.393 -0.187
H -5.282 2.427 3.639 0.430
H -4.272 -0.373 6.446 0.472
H -4.624 -1.342 4.981 0.362
C -8.750 -3.835 9.441 -0.576
C -10.097 -3.857 8.721 -0.607
C -10.031 -2.830 7.592 -0.685
S -8.312 -2.716 7.121 1.289
O -7.832 -1.389 7.447 -0.709
O -8.137 -3.302 5.807 -0.747
C -7.696 -3.856 8.344 -0.738
H -8.639 -4.685 10.121 0.349
H -8.661 -2.915 10.031 0.297
H -10.270 -4.856 8.301 0.296
H -10.925 -3.641 9.404 0.312
H -10.624 -3.142 6.729 0.362
H -10.356 -1.842 7.930 0.356
H -6.711 -3.537 8.689 0.372
H -7.631 -4.844 7.879 0.381
```

Results
Kohn-Sham gap	5.5	eV
LUMO	-5.1	eV
highest occupied orbital energy	-10.649	eV
total energy	-4433.17939	a.u.
charge	+1
2S+1	1

Computed, not measured: a cluster of 6 separate species, C39H68F12N7O9S4 in total in a non-equilibrium geometry, with ωB97M-V/def2-TZVPD.

The geometry in XYZ format:
```
139
Properties=species:S:1:pos:R:3:mulliken_charge:R:1
C -1.553 6.966 1.373 -1.623
C -2.185 5.900 0.470 0.149
C -3.336 5.210 1.166 -0.711
N -3.959 4.119 0.319 0.993
C -4.588 4.593 -0.969 -0.699
C -5.829 5.479 -0.745 -0.801
C -6.900 4.822 0.090 -0.772
C -6.216 4.244 1.344 -0.854
C -5.008 3.376 1.125 -0.532
C -2.911 3.110 -0.130 -1.661
H -1.143 6.485 2.266 0.378
H -2.248 7.719 1.749 0.391
H -0.733 7.486 0.885 0.406
H -1.371 5.216 0.228 -0.048
H -2.483 6.389 -0.459 0.244
H -4.119 5.914 1.443 0.618
H -3.040 4.785 2.127 0.393
H -3.871 5.214 -1.504 0.490
H -4.800 3.746 -1.620 0.411
H -5.386 6.402 -0.350 0.309
H -6.170 5.848 -1.716 0.482
H -7.611 5.508 0.554 0.423
H -7.517 4.117 -0.468 0.319
H -6.022 5.087 2.008 0.347
H -6.908 3.620 1.914 0.443
H -4.536 3.302 2.106 0.236
H -5.248 2.394 0.728 0.418
H -2.484 2.603 0.731 -0.015
H -2.196 3.597 -0.782 0.750
H -3.485 2.350 -0.655 0.467
C 0.270 2.812 -4.721 -1.254
C -0.064 1.392 -5.135 -0.897
C -0.361 0.503 -3.938 0.670
N 0.045 -0.956 -4.106 0.443
C -0.591 -1.695 -2.898 0.101
C -2.097 -1.930 -3.029 -0.566
C -2.415 -2.511 -4.404 -0.890
C -1.791 -1.821 -5.607 -0.855
C -0.306 -1.579 -5.417 -0.572
C 1.529 -1.152 -3.877 -0.979
H -0.634 3.364 -4.442 0.338
H 0.622 3.383 -5.580 0.447
H 0.943 2.878 -3.870 0.192
H 0.758 1.005 -5.740 0.444
H -0.979 1.410 -5.733 0.316
H -1.401 0.504 -3.623 0.639
H 0.237 0.786 -3.073 -0.941
H -0.256 -1.161 -2.013 -0.319
H -0.094 -2.667 -2.974 0.427
H -2.601 -0.969 -2.922 0.402
H -2.480 -2.628 -2.286 0.384
H -3.496 -2.539 -4.549 0.516
H -2.087 -3.557 -4.430 0.193
H -2.278 -0.882 -5.884 0.296
H -1.993 -2.476 -6.454 0.489
H 0.050 -0.904 -6.192 0.420
H 0.209 -2.532 -5.546 0.476
H 2.074 -0.649 -4.674 0.420
H 1.676 -2.224 -3.980 0.574
H 1.842 -0.761 -2.916 0.128
C -5.068 -7.622 -0.438 -0.856
N -3.742 -7.006 -0.221 0.001
C -3.081 -7.174 0.925 -0.249
C -1.895 -6.481 1.122 -0.934
C -1.365 -5.623 0.161 0.601
C -2.083 -5.555 -1.038 -0.658
C -3.257 -6.262 -1.241 -0.278
C -0.250 -4.687 0.491 0.635
C -0.397 -3.349 0.138 -0.442
C 0.761 -2.539 0.253 -0.563
N 1.853 -3.006 0.843 0.321
C 1.916 -4.273 1.325 -0.530
C 0.882 -5.146 1.142 -0.720
C 2.988 -2.122 1.194 -1.066
H -5.401 -8.075 0.492 0.272
H -5.019 -8.380 -1.219 0.368
H -5.772 -6.857 -0.756 0.390
H -3.512 -7.795 1.696 0.411
H -1.426 -6.605 2.091 0.498
H -1.791 -4.903 -1.852 0.545
H -3.756 -6.317 -2.196 0.546
H -1.275 -2.908 -0.307 1.197
H 0.647 -1.471 0.119 0.028
H 2.908 -4.574 1.630 0.492
H 1.019 -6.187 1.400 0.591
H 3.396 -2.445 2.145 0.511
H 2.664 -1.086 1.270 0.168
H 3.736 -2.191 0.404 0.392
C 7.310 -0.555 2.124 -1.150
N 8.785 -0.611 2.367 0.283
C 9.353 -1.998 2.306 -0.933
C 9.492 0.227 1.338 -0.931
C 8.990 -0.130 3.799 -0.453
C 10.412 0.193 4.277 -0.612
O 11.142 -1.021 4.335 -0.474
H 6.904 -1.260 2.852 0.407
H 7.078 -0.910 1.124 0.450
H 6.915 0.426 2.362 0.400
H 10.430 -1.991 2.176 0.385
H 8.959 -2.429 1.380 0.392
H 9.040 -2.674 3.096 0.332
H 10.523 0.377 1.663 0.380
H 9.070 1.226 1.438 0.403
H 9.507 -0.225 0.354 0.352
H 8.573 -0.894 4.448 0.333
H 8.403 0.788 3.866 0.376
H 10.322 0.675 5.250 0.442
H 10.917 0.872 3.587 0.280
H 11.491 -1.163 5.221 0.323
C -6.413 0.681 3.731 0.739
F -6.863 1.950 3.803 -0.253
F -7.357 -0.136 4.166 -0.232
F -6.141 0.442 2.455 -0.211
S -4.914 0.604 4.924 0.937
O -4.378 1.953 4.934 -0.564
O -5.405 0.132 6.195 -0.649
N -3.938 -0.630 4.238 -0.640
S -2.934 0.181 3.298 1.351
O -3.515 0.990 2.238 -0.491
O -1.879 0.814 4.061 -0.681
C -2.051 -1.204 2.366 0.449
F -0.747 -1.251 2.709 -0.261
F -2.550 -2.390 2.730 -0.295
F -2.170 -1.034 1.052 -0.244
C 0.769 2.050 1.349 0.268
F 0.589 0.988 2.096 -0.100
F -0.115 2.982 1.669 -0.094
F 1.954 2.583 1.586 -0.197
S 0.486 1.630 -0.491 -0.042
O -0.751 0.875 -0.595 0.193
O 0.398 2.864 -1.226 -0.347
N 1.814 0.588 -0.784 0.178
S 2.920 1.549 -1.449 0.973
O 2.992 1.537 -2.899 -0.672
O 3.110 2.839 -0.837 -0.536
C 4.543 0.672 -0.940 0.461
F 4.643 0.669 0.390 -0.232
F 4.614 -0.592 -1.387 -0.263
F 5.516 1.337 -1.531 -0.197
```

Results
Kohn-Sham gap	4.7	eV
LUMO	-8.8	eV
highest occupied orbital energy	-13.531	eV
total energy	-5377.42338	a.u.
charge	+3
2S+1	1